--- w ---
{
  "formula": "C7H12N3",
  "method": "the ωB97M-V functional and the def2-TZVPD basis",
  "species": ["C", "H", "N", "H", "N", "H", "C", "C", "C", "H", "H", "C", "H", "H", "H", "C", "H", "H", "H", "N", "C", "H"],
  "xyz": [[1.3843, -0.9528, -1.6685], [-2.2168, 1.5301, 1.2580], [-0.2540, 1.3068, 0.6104], [-2.5049, -0.6973, -0.3384], [-0.4353, -0.8750, -0.4432], [2.1775, -1.1992, -2.3429], [0.2584, 0.2475, -0.2359], [-1.6837, -1.1360, 0.2369], [-1.3131, 0.9879, 1.5581], [-1.8370, -2.2140, 0.3065], [2.3652, 1.8907, -0.1784], [-1.5833, -0.5142, 1.6274], [3.3686, 0.7982, -1.1433], [-0.7678, -1.0046, 2.1638], [-1.0234, 1.3378, 2.5524], [0.2682, -1.6432, -1.3382], [-2.5029, -0.6856, 2.1837], [-0.0681, -2.6060, -1.6651], [0.3857, 2.0483, 0.8376], [1.3757, 0.2358, -0.9698], [2.3858, 1.2610, -1.0649], [2.2212, 1.8836, -1.9461]],
  "mulliken_charge": [-0.4126, 0.3248, -0.2006, 0.2518, 0.1574, 0.4553, 0.2519, -0.4897, -0.5796, 0.3911, 0.3550, -0.6820, 0.3480, 0.3192, 0.3329, -0.4419, 0.3722, 0.4641, 0.2228, 0.1301, -0.8983, 0.3283],
  "gap_ha": 0.3743,
  "homo_ev": -12.721,
  "total_charge": 1
}

--- x ---
{
  "formula": "C7H12N3",
  "method": "the ωB97M-V functional and the def2-TZVPD basis",
  "species": ["C", "H", "H", "C", "C", "H", "C", "H", "C", "H", "H", "N", "N", "H", "H", "H", "H", "C", "C", "H", "N", "H"],
  "xyz": [[-2.3077, 1.0460, 0.5021], [1.8406, 1.2409, 0.0694], [-2.0275, 1.0669, -2.1128], [1.8393, -1.0750, 0.1784], [-1.8032, -0.0572, -2.1958], [3.5736, -1.1495, 1.3912], [1.5254, 0.3255, 0.7075], [2.9816, -2.5658, 1.2107], [-0.7964, -0.2910, -1.1014], [-3.0703, 0.3643, 0.1255], [-2.2782, 1.0819, 1.5031], [1.0614, -1.7253, -0.6128], [0.0813, -1.2611, -1.3273], [-1.5317, -0.5825, -3.1258], [3.9058, -1.9097, 0.0693], [2.0396, 0.3914, 1.6918], [-2.7494, -0.6159, -2.0016], [-0.9767, 0.3710, 0.1371], [-0.0203, 0.5552, 1.0509], [-0.3073, 0.9261, 1.9706], [3.0962, -1.6545, 0.6991], [-2.3482, 1.9388, -0.0236]],
  "mulliken_charge": [-1.8997, 0.2521, 0.3117, 0.2597, -1.1779, 0.3621, -0.7351, 0.4018, 0.9966, 0.3583, 0.5631, -0.6169, -0.2948, 0.3808, 0.4200, 0.3262, 0.3271, 0.9281, -0.7661, 0.4512, -0.2432, 0.3949],
  "gap_ha": [0.3135, 0.3135],
  "homo_ev": [-12.652, -12.653],
  "total_charge": 1
}

--- y ---
{
  "formula": "C7H12N3",
  "method": "the ωB97M-V functional and the def2-TZVPD basis",
  "species": ["N", "H", "H", "H", "C", "C", "H", "H", "C", "N", "C", "H", "H", "H", "H", "C", "C", "C", "H", "H", "N", "H"],
  "xyz": [[1.2432, 0.7637, -0.8925], [3.0064, 1.8897, -1.0153], [-2.1201, 1.7409, -0.8655], [-1.8386, 1.8246, 1.8273], [-1.9011, 0.9342, 1.1874], [-0.3803, -1.0132, -0.3420], [1.9508, -1.2759, 1.4734], [3.7150, 0.5509, 1.1741], [2.8305, 0.4830, 0.6256], [-1.5409, 1.0616, -0.2067], [2.4513, 1.1865, -0.4819], [-1.0917, 0.4628, 1.7891], [-2.8300, 0.4336, 1.3419], [-1.2846, -2.8452, -0.8966], [0.6817, 1.0862, -1.6316], [1.8630, -0.4777, 0.8155], [-0.4734, -2.3493, -0.3892], [-1.5720, -0.2532, -0.8251], [-2.4638, -0.8322, -0.5507], [0.4935, -2.9685, -0.1645], [0.8503, -0.2561, -0.0897], [-1.5889, -0.1465, -1.8831]],
  "mulliken_charge": [-0.0834, 0.4882, 0.2850, 0.3693, -0.7878, 0.9284, 0.4908, 0.4483, -0.7577, -0.2836, -0.0888, 0.1969, 0.3108, 0.3461, 0.1636, -0.1822, -1.0590, -1.1291, 0.4259, 0.2173, 0.3109, 0.3901],
  "gap_ha": 0.3355,
  "homo_ev": -12.933,
  "total_charge": 1
}

Decreasing stability: w, y, x

--- w ---
{
  "formula": "C3H6INOS",
  "method": "the ωB97M-V functional and the def2-TZVPD basis",
  "species": ["H", "C", "H", "S", "C", "N", "O", "C", "H", "I", "H", "H", "H"],
  "xyz": [[2.6779, -0.1823, 0.1404], [0.5095, -0.3959, -0.0469], [1.9283, -1.8077, 0.8898], [0.3740, 0.8275, -1.4868], [-3.6510, 1.5398, 0.3699], [-3.8384, 2.6567, 0.5452], [-0.1756, 0.1063, 1.0316], [1.9441, -0.9714, 0.1195], [0.0662, 0.9511, 1.4963], [-3.4458, -0.4083, 0.5164], [-0.0582, -1.1870, -0.5036], [1.4352, 0.3473, -2.2739], [2.2339, -1.4761, -0.7980]],
  "mulliken_charge": [0.3742, 0.1409, 0.2775, -0.2322, 0.0493, -0.3678, -0.4482, -1.1876, 0.3126, 0.3056, 0.2996, 0.1084, 0.3675],
  "gap_ha": 0.3396,
  "homo_ev": -9.235
}

--- x ---
{
  "formula": "C3H6INOS",
  "method": "the ωB97M-V functional and the def2-TZVPD basis",
  "species": ["I", "C", "C", "O", "H", "S", "H", "H", "N", "H", "H", "H", "C"],
  "xyz": [[-2.7720, 0.7458, 0.0011], [1.2327, 0.4781, 0.8712], [0.5505, 0.0065, -0.3718], [-1.1253, -1.8845, 1.5786], [0.7105, 0.2898, 1.7959], [-0.9654, -0.8955, -0.1663], [-1.6920, -2.4713, -1.4330], [-0.2430, 2.0105, 0.2066], [-1.0256, -1.7180, -1.4270], [1.0750, -0.4491, -1.1992], [1.3039, 2.0443, -0.7159], [2.3045, 0.3762, 0.9395], [0.6462, 1.4673, -0.0799]],
  "mulliken_charge": [0.0344, -0.4499, 0.0235, -0.5572, 0.2360, 0.4347, 0.2876, 0.1466, -0.5754, 0.4027, 0.2268, 0.2463, -0.4561],
  "gap_ha": [0.2974, 0.2974],
  "homo_ev": [-9.558, -9.560]
}

Decreasing stability: w, x

--- w ---
{
  "formula": "C2H3O2P",
  "method": "the ωB97M-V functional and the def2-TZVPD basis",
  "species": ["C", "O", "H", "H", "P", "H", "C", "O"],
  "xyz": [[-0.2886, 0.4696, -0.2891], [2.1773, -2.5909, 0.0697], [-1.6147, 1.8769, -0.2404], [0.0806, 0.6184, -1.2515], [1.3164, -1.6976, -0.6582], [-1.1311, 0.9565, 1.4344], [-1.1666, 1.1014, 0.4355], [0.6266, -0.7344, 0.4996]],
  "mulliken_charge": [-0.0442, -0.4246, 0.2242, 0.3372, 0.3972, 0.3739, -0.5685, -0.2952],
  "gap_ha": 0.3855,
  "homo_ev": -10.403
}

--- x ---
{
  "formula": "C2H3O2P",
  "method": "the ωB97M-V functional and the def2-TZVPD basis",
  "species": ["H", "C", "C", "P", "O", "O", "H", "H"],
  "xyz": [[-2.4185, 0.0160, 0.2318], [-1.3840, -0.2130, -0.0467], [0.8389, 0.7433, 0.1958], [2.1005, -0.3763, -0.0887], [-1.0265, -1.3001, -0.4278], [-0.5533, 0.7839, 0.2196], [1.1212, 1.7426, 0.5251], [1.3216, -1.3964, -0.6090]],
  "mulliken_charge": [0.3570, 0.2083, -0.1355, -0.0145, -0.4763, -0.2898, 0.3343, 0.0165],
  "gap_ha": 0.3452,
  "homo_ev": -9.459
}

Decreasing stability: w, x